Record 1
{
  "formula": "C29H46BrN3P2Pb",
  "method": "ωB97M-V/def2-TZVPD",
  "elements": ["N", "C", "C", "C", "C", "C", "C", "Pb", "P", "C", "C", "C", "C", "C", "C", "C", "Br", "H", "H", "H", "H", "H", "H", "H", "H", "H", "H", "P", "C", "C", "H", "H", "H", "H", "H", "C", "C", "H", "H", "H", "H", "H", "C", "C", "H", "H", "H", "H", "H", "C", "C", "H", "H", "H", "H", "H", "C", "C", "H", "H", "H", "H", "H", "C", "C", "H", "H", "H", "H", "H", "C", "N", "C", "C", "N", "C", "H", "H", "H", "H", "H", "H"],
  "coordinates": [[-4.577791, -1.505561, 3.117849], [-4.070329, -0.465541, 3.777853], [-4.229346, 0.859100, 3.376327], [-4.981466, 1.120054, 2.210800], [-5.557184, 0.018629, 1.534185], [-5.312321, -1.254937, 2.034504], [-4.928137, 2.400211, 1.552795], [-0.201993, 1.072151, -1.158326], [3.383932, -0.021080, -1.296037], [-4.890844, 2.467933, 0.173620], [-3.788010, 3.029382, -0.584836], [-3.630614, 2.601904, -1.931657], [-2.362936, 2.538750, -2.515518], [-1.337946, 3.002861, -1.717463], [-1.469249, 3.809629, -0.615470], [-2.757684, 3.858002, -0.037863], [1.148870, 2.706968, -2.735768], [-4.771444, 3.304505, 2.145090], [-5.584293, 1.873762, -0.432665], [-3.747256, 1.670698, 3.915638], [-6.137823, 0.121683, 0.617992], [-3.557002, -0.696639, 4.702692], [-5.749932, -2.130352, 1.558388], [-4.513406, 2.209865, -2.431240], [-2.948622, 4.447535, 0.867120], [-2.180094, 2.040522, -3.461387], [-0.596214, 4.298082, -0.169416], [-0.545858, -2.476420, -0.402187], [3.713850, 1.706356, -0.776105], [4.449308, 2.762896, -1.625048], [4.238736, 1.612022, 0.191320], [2.715054, 2.135851, -0.555143], [4.560401, 3.668378, -0.994428], [5.462556, 2.453238, -1.932738], [3.871526, 3.080294, -2.512700], [3.068567, -0.098137, -3.116223], [4.098224, 0.354788, -4.149192], [2.190177, 0.568605, -3.233780], [2.736068, -1.132268, -3.341239], [3.553459, 0.427368, -5.104386], [4.502712, 1.356996, -3.940220], [4.936897, -0.344920, -4.299791], [4.856594, -1.063137, -1.109416], [6.206465, -0.372502, -1.299594], [4.737041, -1.885832, -1.837583], [4.807781, -1.502757, -0.095006], [6.983509, -1.134798, -1.135741], [6.328777, 0.024693, -2.319000], [6.355640, 0.445586, -0.577977], [0.488609, -3.808318, 0.353832], [1.979732, -3.551284, 0.134723], [0.176116, -4.778803, -0.063747], [0.270388, -3.818255, 1.432626], [2.563711, -4.363639, 0.584814], [2.241966, -3.492522, -0.929582], [2.296005, -2.611990, 0.608147], [-0.539223, -2.968308, -2.174289], [-1.502922, -2.144231, -3.026800], [-0.766672, -4.044799, -2.226777], [0.496193, -2.817779, -2.518274], [-1.479504, -2.520282, -4.055819], [-2.536457, -2.213722, -2.664126], [-1.222713, -1.079988, -3.061788], [-2.253228, -2.958286, 0.112343], [-2.376036, -3.190396, 1.613337], [-2.573054, -3.836191, -0.471754], [-2.884186, -2.104008, -0.185092], [-3.428104, -3.235629, 1.913079], [-1.877785, -4.117435, 1.925950], [-1.934774, -2.358929, 2.181288], [1.398993, 2.090712, 4.680954], [0.927459, 1.212871, 3.621793], [0.714875, -0.149770, 3.719224], [0.312054, -0.567221, 2.476174], [0.223922, 0.530709, 1.627825], [0.604018, 1.586984, 2.348563], [0.731719, 2.045965, 5.555817], [2.410639, 1.816381, 5.019812], [1.424292, 3.119290, 4.304085], [0.854217, -0.691266, 4.636204], [0.106076, -1.573409, 2.154597], [0.675348, 2.629167, 2.041854]],
  "forces_ev_per_a": [[-0.15, 0.47, 0.04], [-0.07, 0.50, 0.29], [-0.08, 0.15, 0.30], [-0.34, 0.39, -1.01], [0.30, -0.86, -0.16], [-0.60, -0.04, -0.38], [0.11, -0.36, 1.51], [0.49, -4.04, 2.44], [2.29, 0.57, -2.21], [-0.04, 0.25, -1.63], [0.13, 1.13, -0.02], [0.04, -0.51, 0.56], [-0.21, -0.13, -0.44], [-0.41, 1.62, -1.02], [0.03, 0.72, 0.89], [0.35, -0.81, -0.02], [-1.71, 1.57, -0.11], [0.63, -0.20, 0.02], [0.30, -0.15, 0.34], [-0.17, -0.15, 0.04], [-0.03, 0.03, 0.40], [0.19, 0.04, -0.06], [0.05, 0.17, -0.04], [0.31, -0.15, -0.23], [0.34, -0.27, -0.32], [-0.20, 0.21, -0.14], [-0.50, 0.08, -0.11], [-0.28, -0.86, -0.57], [-0.56, 0.30, 1.09], [0.32, 0.24, -0.44], [-0.29, -0.07, -0.22], [0.50, -0.23, 0.25], [-0.06, -0.55, -0.24], [-0.53, 0.08, 0.08], [0.38, -0.29, 0.33], [-1.72, -0.09, 0.40], [0.77, 0.36, -0.30], [0.32, -0.70, -0.23], [0.09, 0.46, 0.19], [0.23, -0.11, 0.28], [-0.10, -0.44, -0.05], [-0.41, 0.24, 0.22], [-0.37, -1.07, 1.01], [0.28, 0.64, -0.19], [-0.13, 0.25, 0.35], [0.16, -0.01, -0.41], [-0.24, 0.28, -0.01], [-0.03, -0.14, 0.39], [0.06, -0.34, -0.23], [0.21, 0.57, 0.28], [0.23, -0.16, 0.03], [-0.01, 0.31, 0.08], [0.09, -0.11, -0.32], [-0.05, 0.22, -0.18], [-0.07, -0.14, 0.15], [-0.10, -0.12, 0.03], [0.31, 0.38, 0.11], [-0.10, -0.43, -0.15], [0.03, 0.30, -0.06], [-0.27, -0.23, -0.09], [-0.11, 0.22, 0.15], [0.22, 0.00, -0.12], [0.05, 0.00, 0.01], [-0.05, 0.61, -0.09], [-0.02, -0.04, 0.26], [0.15, 0.23, 0.12], [-0.06, -0.33, 0.02], [0.32, -0.25, -0.07], [-0.25, 0.24, -0.07], [-0.09, -0.18, -0.09], [0.24, 0.43, 0.74], [-0.51, -0.31, -0.88], [0.01, 0.57, -0.82], [0.10, 0.60, 0.19], [0.22, 0.71, -0.46], [0.29, -0.73, 1.15], [0.17, 0.00, -0.42], [-0.39, 0.00, -0.30], [-0.02, -0.27, 0.12], [0.13, -0.04, 0.10], [-0.06, 0.12, -0.01], [-0.04, -0.36, -0.02]],
  "e_lumo_ev": [-15.027, -14.921],
  "total_charge": 4,
  "de_lowest_kj_mol": 398.7,
  "energy_ev": -129110.5381
}

---

Record 2
{
  "formula": "C7H10",
  "method": "ωB97M-V/def2-TZVPD",
  "elements": ["C", "C", "C", "C", "C", "C", "C", "H", "H", "H", "H", "H", "H", "H", "H", "H", "H"],
  "coordinates": [[-1.113787, 1.303680, -0.428104], [-0.288375, 0.014953, -0.948692], [-0.352585, -0.747602, -2.245075], [-0.668781, -1.461377, 1.436481], [-0.202811, -0.646497, 0.367036], [1.210852, 0.038270, 0.080480], [1.651979, 0.580442, 1.365716], [-0.442622, 2.015669, 0.150803], [-1.729075, 0.911525, 0.378817], [-1.655759, 1.800585, -1.214782], [0.300123, -0.542317, -2.959276], [-1.140265, -1.544898, -2.295081], [-1.551454, -2.020515, 1.294590], [-0.002318, -1.169386, 2.334970], [1.912661, -0.470486, -0.607395], [2.641618, 0.309438, 1.632606], [1.430599, 1.628517, 1.656907]],
  "forces_ev_per_a": [[2.01, 0.42, 0.41], [-2.19, -0.28, -0.02], [-3.17, 0.56, 6.19], [4.26, 4.84, -2.36], [-0.17, -3.61, 0.45], [0.11, -0.71, 3.21], [-0.38, 1.32, -3.97], [-0.65, -0.52, -1.13], [-0.66, 0.19, -0.52], [-0.14, 0.14, -0.17], [2.29, 1.05, -3.37], [1.55, 0.41, 0.26], [-0.86, -0.44, 0.47], [-1.61, -1.59, -1.13], [-0.48, -0.51, 1.10], [1.06, -0.14, 0.12], [-0.95, -1.13, 0.48]],
  "e_lumo_ev": -1.187,
  "total_charge": 0,
  "de_lowest_kj_mol": 903.3,
  "energy_ev": -7411.6731
}

---

Record 3
{
  "formula": "C5H8N2S",
  "method": "ωB97M-V/def2-TZVPD",
  "elements": ["C", "C", "C", "C", "C", "N", "N", "S", "H", "H", "H", "H", "H", "H", "H", "H"],
  "coordinates": [[1.762055, -1.439364, 0.360924], [1.326030, -0.533680, 1.281987], [0.182919, -0.236450, -0.622714], [-2.309293, 0.297845, -2.089396], [-0.112654, 1.372162, 1.389032], [0.324370, 0.177952, 0.659070], [0.994176, -1.276046, -0.723773], [1.817336, -0.528170, 2.961923], [2.557267, -2.158485, 0.293253], [-1.560817, -0.076296, -2.858725], [-2.949508, -0.289704, -1.367242], [-2.628344, 1.378537, -2.187371], [0.724767, 1.983782, 1.854419], [-0.685045, 1.962645, 0.603669], [-0.769260, 1.042642, 2.059028], [1.326003, -1.677370, -1.614086]],
  "forces_ev_per_a": [[0.97, -1.10, -0.06], [1.17, -1.00, 2.97], [-2.15, 2.65, -0.40], [-0.68, 0.79, -0.53], [1.23, 2.26, -4.51], [1.52, 0.17, 0.64], [1.69, -1.27, -1.61], [-0.51, 0.24, -1.82], [0.15, -0.02, 0.74], [-1.41, 0.24, 1.49], [1.23, 0.36, -1.21], [0.58, -1.36, 0.11], [-0.97, -1.07, -0.81], [0.77, -0.36, 1.14], [-2.58, -0.91, 3.19], [-1.02, 0.39, 0.67]],
  "e_lumo_ev": [0.737, -2.015],
  "total_charge": 0,
  "de_lowest_kj_mol": 527.7,
  "energy_ev": -19124.9519
}